This record from the Open Molecules 2025 dataset describes a structure of composition C26H32BrGeIrNO5Se at a distorted geometry. The level of theory is ωB97M-V/def2-TZVPD.

## Properties
- 2S+1 = 5
- lowest unoccupied orbital energy (spin up / spin down) (eV) = 2.1913 / 0.2408
- max |F| (eV/Å) = 2.36
- ΔE to the lowest compared entry with this formula, charge and spin (kcal/mol) = 7.88
- total charge = -1
- frontier orbital gap (spin up / spin down) (eV) = 4.554 / 5.412

Atoms and positions in Å:
1 Ir 0.049 0.068 0.053
2 O -3.200 -4.186 3.424
3 C -2.464 -3.386 2.858
4 C -2.856 -1.975 2.449
5 O -3.911 -1.423 2.729
6 C -1.734 -1.465 1.686
7 C -0.679 -2.435 1.618
8 O 0.373 -2.241 0.975
9 C -1.078 -3.636 2.401
10 O -0.387 -4.624 2.639
11 O -1.636 -0.334 1.068
12 C 5.216 -0.256 -1.908
13 C 3.893 0.448 -1.975
14 C 3.739 1.603 -2.768
15 C 2.507 2.259 -2.727
16 C 1.504 1.723 -1.973
17 Br -0.170 2.623 -1.874
18 N 1.583 0.573 -1.243
19 C 2.821 -0.018 -1.259
20 H 5.960 0.269 -2.504
21 H 5.127 -1.275 -2.277
22 H 5.561 -0.303 -0.877
23 H 4.546 1.983 -3.373
24 H 2.340 3.181 -3.262
25 H 2.893 -0.900 -0.640
26 C 1.619 -1.652 -4.545
27 Ge -0.351 -1.522 -4.740
28 C -0.892 0.331 -5.223
29 C -0.919 -2.708 -6.236
30 C -1.278 -2.345 -3.172
31 Se -1.484 -1.455 -1.432
32 C -2.785 -0.104 -1.941
33 H 2.104 -1.277 -5.443
34 H 1.912 -2.690 -4.407
35 H 1.981 -1.081 -3.696
36 H -0.391 0.603 -6.149
37 H -0.616 1.057 -4.465
38 H -1.965 0.391 -5.388
39 H -0.430 -2.422 -7.162
40 H -1.993 -2.650 -6.390
41 H -0.666 -3.744 -6.026
42 H -0.733 -3.259 -2.929
43 H -2.284 -2.643 -3.478
44 H -2.356 0.588 -2.663
45 H -3.043 0.428 -1.026
46 H -3.669 -0.589 -2.356
47 C 0.601 0.230 3.805
48 C 0.642 1.444 2.856
49 C -0.755 2.083 2.844
50 C 1.108 1.010 1.494
51 C 1.635 2.493 3.318
52 C 1.861 3.589 2.489
53 C 2.768 4.570 2.834
54 C 3.490 4.464 4.013
55 C 3.279 3.379 4.840
56 C 2.357 2.405 4.499
57 H -0.061 -0.523 3.391
58 H 0.221 0.519 4.784
59 H 1.586 -0.217 3.908
60 H -1.497 1.340 2.574
61 H -0.807 2.899 2.130
62 H -0.987 2.474 3.834
63 H 2.196 0.870 1.467
64 H 1.324 3.646 1.555
65 H 2.923 5.418 2.182
66 H 4.212 5.223 4.281
67 H 3.839 3.283 5.759
68 H 2.215 1.568 5.162

Atoms 1-6, force components in eV/Å:
Ir 0.7 0.2 -0.1
O 1.0 1.0 -0.7
C -1.9 -0.9 1.0
C -0.9 0.6 0.2
O 0.6 -0.3 -0.2
C 0.4 -0.5 -0.3

***

This record from the Open Molecules 2025 dataset describes a structure of composition C26H32CaN4O5S at a distorted geometry. The level of theory is ωB97M-V/def2-TZVPD.

## Properties
- lowest unoccupied orbital energy (eV) = -8.8378
- max |F| (eV/Å) = 9.16
- total charge = +2
- frontier orbital gap (eV) = 4.021

Atoms and positions in Å:
1 C 5.889 -1.717 3.849
2 C 5.960 -0.710 2.552
3 O 5.596 0.709 2.881
4 C 4.264 0.891 2.282
5 C 4.020 1.336 0.851
6 C 5.334 1.679 -0.109
7 C 5.562 0.601 -1.327
8 C 5.462 -1.040 -1.197
9 N 5.913 1.129 -2.571
10 C 2.453 1.460 0.279
11 O 2.105 2.461 -0.532
12 C 1.419 0.289 0.850
13 C 1.686 -0.195 2.429
14 C 0.734 -1.348 3.107
15 C -0.438 -2.008 2.165
16 C -0.718 -1.587 0.570
17 C -1.910 -2.418 -0.186
18 C -3.132 -1.505 -0.783
19 C -4.208 -2.538 -1.532
20 C -5.597 -2.616 -0.665
21 N -6.838 -2.145 -1.387
22 C -6.639 -0.839 -2.122
23 C -7.874 -1.800 -0.296
24 C -7.684 -0.550 0.778
25 O -9.046 -2.483 -0.176
26 C 0.218 -0.404 -0.071
27 C -0.030 0.106 -1.635
28 C -0.819 1.578 -1.553
29 S -0.241 2.793 -2.857
30 C -0.093 4.538 -2.195
31 N -1.073 5.696 -2.397
32 N -0.704 6.933 -1.823
33 C 0.645 6.666 -1.143
34 O 0.938 5.224 -1.400
35 C 2.950 0.528 3.251
36 O 2.915 0.836 4.554
37 H 5.470 -1.177 4.800
38 H 5.135 -2.607 3.612
39 H 6.937 -2.231 4.083
40 H 5.209 -1.136 1.739
41 H 7.034 -0.798 2.071
42 H 5.273 2.787 -0.528
43 H 6.322 1.643 0.554
44 H 6.256 -1.481 -0.436
45 H 4.397 -1.434 -0.888
46 H 5.751 -1.502 -2.252
47 H 5.971 2.181 -2.514
48 H 0.923 -1.659 4.225
49 H -1.106 -2.859 2.658
50 H -1.411 -2.959 -1.115
51 H -2.333 -3.275 0.507
52 H -3.644 -0.844 0.052
53 H -2.766 -0.768 -1.620
54 H -4.341 -2.319 -2.673
55 H -3.706 -3.619 -1.468
56 H -5.399 -2.097 0.373
57 H -5.781 -3.768 -0.408
58 H -5.956 -0.059 -1.580
59 H -7.733 -0.418 -2.349
60 H -6.203 -1.116 -3.199
61 H -6.929 0.270 0.421
62 H -7.227 -1.025 1.764
63 H -8.684 -0.003 1.046
64 H 1.010 0.286 -2.179
65 H -0.670 -0.677 -2.226
66 H -1.983 1.470 -1.586
67 H -0.559 2.011 -0.471
68 H 1.270 7.479 -0.579
69 Ca 2.454 2.158 -2.277

Atoms 1-6, force components in eV/Å:
C -0.4 -0.7 0.1
C 0.3 -2.6 -0.3
O -3.7 -0.6 -2.6
C -0.4 0.4 -2.2
C 0.3 -0.7 2.7
C -0.1 -0.4 0.7

***

This record from the Open Molecules 2025 dataset describes a structure of composition C26H32Cl2O2S2Y. The level of theory is ωB97M-V/def2-TZVPD.

## Properties
- lowest unoccupied orbital energy (eV) = -8.8994
- max |F| (eV/Å) = 0.71
- ΔE to the lowest compared entry with this formula, charge and spin (kcal/mol) = 9.38
- total charge = +3
- frontier orbital gap (eV) = 8.584

Atoms and positions in Å:
1 Y -0.567 -1.470 -0.060
2 C 3.051 -2.763 -0.082
3 C 1.934 -2.844 0.922
4 C 1.359 -4.063 1.270
5 C 0.345 -4.152 2.231
6 C -0.236 -5.479 2.607
7 C -0.086 -2.979 2.867
8 C 0.503 -1.745 2.598
9 C 0.146 -0.516 3.389
10 C 1.482 -1.685 1.586
11 H 3.005 -1.853 -0.684
12 H 3.060 -3.624 -0.747
13 H 4.009 -2.745 0.443
14 H 1.715 -4.971 0.794
15 H 0.313 -5.882 3.463
16 H -0.149 -6.205 1.800
17 H -1.278 -5.393 2.909
18 H -0.852 -3.045 3.633
19 H 0.726 -0.512 4.315
20 H -0.907 -0.506 3.670
21 H 0.384 0.403 2.854
22 H 1.940 -0.722 1.353
23 Cl -1.095 -4.253 -0.777
24 C -2.815 -3.989 -1.176
25 Cl -3.312 -2.407 -0.508
26 H -3.402 -4.765 -0.698
27 H -2.932 -3.968 -2.253
28 O -1.646 0.195 0.673
29 S -2.615 1.395 0.970
30 C -3.122 2.002 -0.663
31 C -2.149 2.837 -1.483
32 C -0.932 2.093 -2.039
33 C -1.252 1.229 -3.255
34 S -0.157 -0.193 -3.451
35 O -0.432 -0.973 -2.131
36 C 1.445 0.522 -3.227
37 C 2.033 0.652 -1.976
38 C 3.282 1.238 -1.878
39 C 3.923 1.696 -3.027
40 C 3.328 1.553 -4.272
41 C 2.083 0.949 -4.384
42 C -1.641 2.681 1.656
43 C -2.336 3.508 2.533
44 C -1.674 4.591 3.096
45 C -0.337 4.808 2.805
46 C 0.355 3.952 1.949
47 C -0.295 2.885 1.360
48 H -4.010 2.591 -0.412
49 H -3.483 1.101 -1.167
50 H -1.809 3.678 -0.879
51 H -2.722 3.279 -2.302
52 H -0.500 1.475 -1.251
53 H -0.164 2.816 -2.310
54 H -1.177 1.778 -4.197
55 H -2.246 0.774 -3.228
56 H 1.531 0.277 -1.088
57 H 3.765 1.338 -0.915
58 H 4.900 2.153 -2.948
59 H 3.839 1.893 -5.162
60 H 1.628 0.807 -5.358
61 H -3.373 3.309 2.779
62 H -2.201 5.250 3.773
63 H 0.182 5.645 3.255
64 H 1.402 4.130 1.742
65 H 0.238 2.219 0.692

Atoms 1-6, force components in eV/Å:
Y -0.5 -0.5 0.1
C 0.0 0.0 0.0
C 0.0 0.2 -0.1
C -0.1 0.0 -0.1
C 0.0 0.0 0.0
C 0.0 0.0 0.0

***

This record from the Open Molecules 2025 dataset describes a cluster of 7 separate species, C26H32Cl6N4 in total at a distorted geometry. The level of theory is ωB97M-V/def2-TZVPD.

## Properties
- lowest unoccupied orbital energy (eV) = 0.4331
- max |F| (eV/Å) = 2.85
- ΔE to the lowest compared entry with this formula, charge and spin (kcal/mol) = 30.39
- total charge = 0
- frontier orbital gap (eV) = 9.523
- SMILES = c1ccncc1.c1ccncc1.c1ccncc1.c1ccncc1.ClCCCl.ClCCCl.ClCCCl

Atoms and positions in Å:
1 C -1.031 -0.096 -1.121
2 C -1.721 0.637 -0.161
3 C -1.094 1.722 0.461
4 N 0.087 2.136 0.017
5 C 0.698 1.463 -0.947
6 C 0.215 0.303 -1.554
7 H -1.424 -0.954 -1.588
8 H -2.683 0.320 0.300
9 H -1.615 2.299 1.168
10 H 1.693 1.807 -1.184
11 H 0.713 -0.367 -2.221
12 C 2.786 0.580 2.152
13 C 3.079 -0.734 2.233
14 C 4.352 -1.180 1.681
15 N 5.148 -0.363 1.057
16 C 4.797 0.974 0.927
17 C 3.621 1.445 1.478
18 H 1.768 0.800 2.433
19 H 2.405 -1.394 2.835
20 H 4.629 -2.264 1.723
21 H 5.490 1.546 0.274
22 H 3.283 2.432 1.196
23 C -5.840 1.857 4.130
24 C -4.685 1.094 4.095
25 C -3.577 1.730 3.473
26 N -3.580 2.979 3.058
27 C -4.747 3.614 2.984
28 C -5.891 3.140 3.575
29 H -6.749 1.514 4.615
30 H -4.596 0.105 4.537
31 H -2.608 1.243 3.454
32 H -4.703 4.629 2.639
33 H -6.717 3.812 3.758
34 C 2.887 -2.989 -0.201
35 C 3.600 -4.146 -0.491
36 C 3.148 -5.324 0.101
37 N 2.131 -5.366 0.958
38 C 1.466 -4.275 1.212
39 C 1.791 -3.054 0.669
40 H 3.182 -1.961 -0.463
41 H 4.534 -4.193 -1.006
42 H 3.629 -6.285 0.080
43 H 0.641 -4.361 1.878
44 H 1.355 -2.050 0.887
45 Cl 1.766 -1.209 -4.982
46 C 2.292 0.433 -4.889
47 C 3.822 0.478 -4.601
48 Cl 4.212 -0.168 -2.997
49 H 1.622 0.948 -4.207
50 H 2.146 0.813 -5.882
51 H 4.081 1.516 -4.563
52 H 4.424 -0.014 -5.334
53 Cl -1.708 1.790 -5.184
54 C -1.531 2.968 -3.847
55 C -0.583 4.112 -4.069
56 Cl 1.111 3.636 -4.039
57 H -1.139 2.421 -3.027
58 H -2.451 3.449 -3.575
59 H -0.747 4.891 -3.323
60 H -0.683 4.644 -4.979
61 Cl -2.158 -4.076 0.389
62 C -3.403 -3.669 1.661
63 C -3.476 -2.214 2.009
64 Cl -2.064 -1.713 2.951
65 H -3.163 -4.186 2.582
66 H -4.324 -3.984 1.172
67 H -4.449 -2.070 2.543
68 H -3.467 -1.619 1.089

Atoms 1-6, force components in eV/Å:
C -0.3 0.7 0.2
C -0.5 -0.3 1.5
C 0.1 -1.2 -2.5
N 0.2 0.6 0.4
C 0.8 -0.7 -0.2
C -0.7 0.6 1.2

***

Number 1: calculated total energy -8597.4919 a.u.. Number 2: calculated total energy -2679.4474 a.u.. Number 3: calculated total energy -2914.6805 a.u.. Number 4: calculated total energy -3990.0390 a.u..